# 1
The following is a DFT calculation (ωB97M-V/def2-TZVPD) of a molecular structure, C19H18F5N2O7RhSi2 at a distorted geometry.

Element x y z (Å)
O (1.94000, 4.18990, 1.66950)
F (1.80507, -1.70277, -3.46341)
C (0.65402, -2.70974, 4.15434)
O (0.24194, 1.19411, -0.19733)
C (0.07127, -1.79432, 1.98860)
C (3.28855, -0.43364, -0.27090)
O (-3.40830, 1.95360, -2.34458)
H (-1.30296, -2.00657, 3.63790)
H (2.69982, -3.32499, 4.39416)
H (-1.31126, 1.08904, 2.01193)
C (-0.29903, 4.70485, 0.31093)
C (0.45787, -1.39185, -3.27956)
C (2.32001, -2.54060, 2.42710)
H (3.13638, -3.60889, -0.35257)
O (1.27817, 2.19044, 2.05820)
C (-0.28442, -2.57278, -3.89152)
C (-0.37384, 2.29949, -0.29071)
H (2.62672, -3.14870, -1.99130)
Rh (-0.10483, -0.51357, -1.24346)
C (0.14950, 3.41972, 0.47254)
C (-2.31801, 1.55403, -1.91962)
O (-2.78805, 6.46603, -1.46686)
H (-2.76650, 0.83656, 1.01739)
C (-0.28422, -2.15952, 3.29007)
C (-1.50724, 2.57575, -1.12044)
H (-3.10064, -1.87065, -0.51069)
H (-2.81290, 4.03292, -1.86469)
C (-2.02148, 0.34257, 1.64879)
F (-1.60003, -2.34285, -3.95970)
H (3.07264, 0.53207, 0.18941)
C (2.30218, -3.22376, -0.95524)
H (0.37148, -2.98588, 5.16511)
H (1.48779, -3.95202, -0.90825)
C (1.38437, -1.98540, 1.54849)
C (-1.95630, 3.86872, -1.22793)
H (4.10425, -0.91192, 0.28734)
Si (-1.11231, -1.03230, 0.71679)
C (1.96238, -2.89867, 3.72117)
F (-0.10097, -3.69000, -3.16090)
F (0.12357, -2.87774, -5.15559)
H (3.34395, -2.69716, 2.09542)
F (0.24899, -0.34454, -4.16807)
H (-2.54001, -0.07578, 2.51776)
H (0.15625, 5.50761, 0.86733)
C (-1.35493, 4.93458, -0.55270)
O (-1.88624, 0.36738, -2.06935)
Si (1.73057, -1.52988, -0.27488)
H (-1.95528, -3.19527, -0.22667)
H (3.62565, -0.25683, -1.29665)
O (-1.30083, 7.17758, -0.09125)
C (-2.42407, -2.31711, 0.22356)
N (-1.84474, 6.26892, -0.71454)
N (1.18482, 3.23869, 1.46387)
H (-3.00881, -2.64885, 1.09166)

Cartesian forces (eV/Å) of the 3 atoms listed first:
-0.08 0.03 0.01
0.01 0.05 -0.06
-0.10 0.04 -0.03

The gap between HOMO and LUMO (spin up / spin down) comes out at 6.86 / 6.86 eV. Its multiplicity is 1. As for the HOMO energy (spin up / spin down): -0.08966 / -0.08964 Eh. Its charge is -2. For the total energy, the calculation gives -69658.3469 eV. Its relative energy (zero: lowest compared OMol25 entry of this formula, charge and spin) is 0.000 eV. The LUMO energy (spin up / spin down) is 4.42 / 4.42 eV.

# 2
The following is a DFT calculation (ωB97M-V/def2-TZVPD) of a molecular structure, C19H18IN3O2PtS2 at a distorted geometry.

Element x y z (Å)
C (-0.05216, -0.62832, 3.17892)
H (-1.80177, -3.13625, -4.03624)
C (4.02778, 2.60083, -0.73637)
H (2.13797, -1.80477, -1.43524)
C (1.01291, -1.48803, 3.46395)
O (-1.31297, 2.68011, 3.49830)
C (-0.73180, -1.57482, -3.07002)
H (2.06316, 3.09980, -0.01625)
H (-4.62919, 1.92638, -2.31132)
H (2.52975, -2.02704, 4.90736)
Pt (0.13943, 0.51008, -1.12654)
C (0.13086, 0.38447, 5.37888)
C (1.38485, -2.10790, -2.15521)
H (4.87440, 3.09625, -1.21025)
H (0.16516, -4.71266, -3.99888)
H (3.64061, 1.82842, -1.40896)
H (1.28229, -2.24807, 2.73610)
N (-1.64088, 0.46601, -2.22857)
C (1.67456, -1.38782, 4.68299)
H (2.13835, -4.07244, -2.56457)
C (-0.49219, 0.27773, 4.15067)
N (-1.60760, 0.64299, 1.94060)
H (-3.25923, -1.83812, -4.02441)
C (0.22074, -3.74469, -3.49760)
C (1.22662, -0.44935, 5.62766)
H (-2.39471, 2.00768, -1.10344)
S (-1.77377, 1.31871, 3.50145)
C (-1.84339, -0.64189, -2.98690)
S (-0.34871, -1.15858, 0.46483)
H (-0.22983, 1.12341, 6.10394)
C (-4.11055, 0.06294, -3.32847)
N (0.38766, -1.21992, -2.38245)
C (-3.12550, -0.90105, -3.49161)
C (2.96239, 3.63298, -0.39150)
C (-0.83760, -2.87536, -3.59539)
H (-5.05435, -0.05582, -3.84746)
H (3.27896, 4.29418, 0.42971)
C (-2.65395, 1.29488, -1.88412)
O (-3.04773, 1.02025, 4.10410)
C (-3.88347, 1.16495, -2.50309)
H (2.66137, 4.24500, -1.25129)
H (4.39227, 2.12411, 0.17267)
C (-0.74851, -0.36983, 1.91815)
H (1.78142, -0.34059, 6.55503)
C (1.33799, -3.37848, -2.74368)
I (0.12835, 2.35966, 0.51448)

Cartesian forces (eV/Å) of the 3 atoms listed first:
0.21 0.04 0.77
0.63 -0.25 -0.11
-0.20 0.10 0.19

The gap between HOMO and LUMO (spin up / spin down) comes out at 7.81 / 4.83 eV. Its multiplicity is 5. As for the expectation value of S²: 6.0213. As for the HOMO energy (spin up / spin down): -0.55078 / -0.56333 Eh. Its charge is +2. For the total energy, the calculation gives -61558.6645 eV. Its relative energy (zero: lowest compared OMol25 entry of this formula, charge and spin) is 0.000 eV. The LUMO energy (spin up / spin down) is -7.18 / -10.50 eV.

# 3
The following is a DFT calculation (ωB97M-V/def2-TZVPD) of a molecular structure, C19H18IN3O2PtS2.

Element x y z (Å)
H (-3.05769, -0.85670, 4.32363)
C (5.81842, 0.32111, -0.72222)
N (-0.55800, 1.29497, 1.57935)
C (3.59077, -0.06907, 0.02704)
N (-1.09907, -1.34573, 1.62151)
C (-1.34012, -2.61605, 1.83719)
C (2.08489, 0.54124, -3.83840)
C (3.01329, 0.23122, -1.21944)
H (-0.07654, -3.43291, 0.33332)
C (3.44650, 0.70366, -3.58022)
C (3.93035, 0.52986, -2.27435)
S (-2.41184, -2.89877, 3.20779)
H (5.99914, 0.85281, -2.79783)
C (1.61246, 0.16121, -1.47433)
C (0.47952, 3.39198, 0.74320)
H (-0.35276, -4.48645, 1.75131)
O (-1.81553, 0.72326, -2.16062)
H (-0.12969, 4.06428, 0.13126)
N (-1.32880, 0.81377, -1.15692)
H (4.13200, 0.93017, -4.38908)
C (4.95390, -0.03663, 0.29828)
H (-2.63573, 1.75827, 4.17836)
C (-0.80645, -3.76036, 1.07093)
H (1.71299, 0.63597, -4.85098)
H (1.06798, 2.74370, 0.09596)
H (-1.62017, -4.29104, 0.56464)
H (5.34101, -0.28241, 1.27983)
C (-1.44094, 0.83813, 2.54032)
C (5.31229, 0.59539, -1.99870)
I (2.23486, -0.70904, 1.48128)
C (-0.38512, 2.59188, 1.63297)
H (-0.43117, -1.99808, -3.61323)
H (6.88551, 0.37192, -0.54312)
S (-1.30845, 3.34788, 2.91500)
H (-0.31162, -3.54578, -2.74879)
C (1.19976, 0.26921, -2.80355)
H (-1.70974, -2.41405, -1.13136)
C (-1.71310, -0.54284, 2.57036)
Pt (0.20867, -0.21606, 0.01456)
C (-1.93492, 1.85311, 3.35937)
C (-0.91846, -2.65449, -2.89819)
H (1.14880, 4.02412, 1.33209)
H (0.16277, 0.14306, -3.07561)
C (-2.48141, -1.25571, 3.49931)
H (-1.90311, -2.92201, -3.27715)
O (-1.06044, -1.92200, -1.64577)

Cartesian forces (eV/Å) of the 3 atoms listed first:
-0.01 0.03 0.02
0.04 -0.03 0.11
0.30 0.44 -0.32

The gap between HOMO and LUMO (spin up / spin down) comes out at 7.06 / 5.94 eV. Its multiplicity is 5. As for the expectation value of S²: 6.0568. As for the HOMO energy (spin up / spin down): -0.76275 / -0.79077 Eh. Its charge is +4. For the total energy, the calculation gives -61530.5140 eV. Its relative energy (zero: lowest compared OMol25 entry of this formula, charge and spin) is 0.168 eV. The LUMO energy (spin up / spin down) is -13.69 / -15.58 eV.

# 4
The following is a DFT calculation (ωB97M-V/def2-TZVPD) of a molecular structure, C19H18N3O3Pd.

Element x y z (Å)
H (0.76536, -2.61548, 2.74585)
C (-2.42672, -1.13046, -3.79765)
C (1.91653, 2.34983, -1.17739)
H (-0.75343, 0.16216, -3.47331)
H (-2.50476, -0.93890, -4.85878)
H (0.56273, 2.48995, -2.86823)
N (-0.48664, -0.24367, -0.81220)
N (0.29464, 0.66503, -1.28921)
H (-4.11975, -2.46478, -3.79101)
C (-3.00949, -2.91665, 0.98316)
H (-2.53600, -3.02701, 1.95117)
C (3.08081, 2.90792, -0.56196)
H (3.75792, 5.31497, -2.85190)
H (-2.14449, -1.01151, 5.22958)
C (-3.35016, -2.00474, -3.18204)
H (0.43703, -3.38149, 4.31671)
C (3.72818, 3.95012, -1.17010)
H (-4.06698, -2.96177, -1.40133)
H (-0.96632, -2.09418, 5.89266)
C (1.74205, 0.83836, 0.84512)
H (4.62032, 4.37055, -0.72350)
C (1.44849, 2.89724, -2.40552)
H (1.35762, -1.88189, 4.24515)
Pd (-0.69934, -0.68030, 1.07489)
O (-2.20661, -1.89848, 0.27888)
C (-3.32714, -2.29539, -1.82058)
N (-1.32757, -1.59155, 5.09570)
C (1.25137, 1.26685, -0.56558)
H (3.33096, 0.97991, 2.28547)
H (1.73788, 4.38096, -3.92228)
C (0.52994, -2.43122, 3.79261)
C (3.23593, 4.48543, -2.39062)
C (2.10485, 3.96221, -2.99568)
O (-1.21448, -0.94330, 2.98164)
H (-2.95387, -3.84318, 0.41860)
H (-4.02667, -2.54781, 1.08534)
C (-0.71806, -1.62214, 3.93240)
C (2.96921, 1.36606, 1.34277)
C (-2.35853, -1.70372, -1.05193)
C (-1.46715, -0.52568, -3.04599)
C (3.58878, 2.36101, 0.68225)
O (1.10729, 0.01299, 1.52540)
C (-1.39601, -0.80420, -1.64031)
H (4.49231, 2.79793, 1.09173)

Cartesian forces (eV/Å) of the 3 atoms listed first:
-0.03 0.00 0.04
0.11 0.12 0.08
0.06 -0.15 0.12

The gap between HOMO and LUMO (spin up / spin down) comes out at 5.63 / 5.57 eV. Its multiplicity is 1. As for the HOMO energy (spin up / spin down): -0.67763 / -0.67723 Eh. Its charge is +3. For the total energy, the calculation gives -34058.3063 eV. The LUMO energy (spin up / spin down) is -12.81 / -12.86 eV.

# 5
The following is a DFT calculation (ωB97M-V/def2-TZVPD) of C19H18N4O2S in the gas phase at a distorted geometry.

Element x y z (Å)
H (3.48487, 0.80522, 4.21405)
O (-1.29729, 0.63690, 3.08205)
H (3.15153, -0.17802, -4.39686)
C (-2.26786, -1.07011, 1.73349)
C (2.51023, 1.16018, 4.54027)
N (-1.63132, -0.99568, 0.62730)
C (-1.19839, -1.02449, -2.56454)
C (0.03051, 2.41206, 0.17507)
H (1.97209, 2.21295, -0.70217)
H (2.75557, 0.58759, 0.99675)
H (2.25647, 2.05388, 3.97326)
H (2.40624, -1.11040, -5.70290)
O (1.41055, -0.35120, 2.96683)
C (0.92248, 0.56816, 2.06569)
C (-0.16757, -0.87064, -4.72857)
C (1.31269, 1.89786, 0.09191)
N (-4.44319, -1.69480, -1.20494)
C (-1.61691, -0.74226, 3.03592)
H (-2.23459, -1.35316, -4.40007)
H (-2.30535, -0.91845, 3.86422)
N (-2.44200, -1.22168, -0.40368)
C (-0.81682, 1.98242, 1.17888)
C (1.05586, -0.55146, -4.14302)
H (0.47670, 0.44592, 4.64980)
C (0.02033, -0.70621, -1.96892)
S (-3.99388, -1.44624, 1.59580)
C (-0.39139, 1.05103, 2.11653)
H (2.56049, 1.41469, 5.59519)
C (2.25526, -0.29172, -5.00120)
C (-1.28388, -1.10530, -3.95572)
H (0.10027, -0.63783, -0.89479)
C (-3.76369, -1.49468, -0.11306)
H (2.07075, -0.22939, -2.28573)
H (-0.23776, -0.93489, -5.80487)
H (2.11122, 0.61924, -5.58193)
H (-0.71717, -1.36069, 3.15431)
H (1.70961, -0.82065, 4.88730)
H (-0.31746, 3.13018, -0.55119)
C (-2.37872, -1.26644, -1.77045)
C (1.45670, 0.08032, 4.32240)
N (-3.58168, -1.55075, -2.21936)
C (1.13028, -0.47347, -2.75826)
C (1.75477, 0.98968, 1.03541)
H (-1.82857, 2.35236, 1.24979)

Cartesian forces (eV/Å) of the 3 atoms listed first:
0.10 -0.01 0.00
0.24 0.34 -0.03
0.09 0.01 -0.01

The gap between HOMO and LUMO comes out at 8.56 eV. The structure (SMILES) is CCOc1ccccc1OCc1nn2c(-c3ccc(C)cc3)nnc2s1. Its multiplicity is 1. As for the HOMO energy: -0.30094 Eh. For the total energy, the calculation gives -40884.0741 eV. Its relative energy (zero: lowest compared OMol25 entry of this formula, charge and spin) is 3.650 eV. The LUMO energy is 0.37 eV.